{"formula": "C7H16N3S", "method": "ωB97M-V with the def2-TZVPD basis set", "gap_ev": [6.7, 6.4], "energy_ev": -22813.497, "charge": 1, "s_squared": 2.008, "multiplicity": 3, "species": ["C", "C", "C", "C", "C", "C", "C", "N", "N", "N", "S", "H", "H", "H", "H", "H", "H", "H", "H", "H", "H", "H", "H", "H", "H", "H", "H"], "coordinates": [[-1.0007, -0.5793, 1.2234], [-0.3507, 0.7083, -0.6754], [-1.8944, -1.6609, 0.6922], [1.7439, 2.0854, -0.8695], [1.7673, -0.2193, -1.6462], [-1.5457, -1.4701, 3.4578], [0.8296, 0.9867, -1.5493], [-0.1260, 0.1960, 0.5979], [-0.8877, -0.5264, 2.5458], [0.2799, 1.6332, -2.7444], [-1.9290, 0.9882, -1.2541], [-1.2882, -2.5026, 0.4212], [-2.6158, -1.9402, 1.4953], [-2.3748, -1.1584, -0.1427], [1.0818, 2.9678, -0.4152], [2.2930, 2.6048, -1.5251], [2.3135, 1.7042, -0.0160], [2.3320, -0.0390, -2.4909], [2.5143, -0.4067, -0.8125], [1.1353, -1.1686, -1.8266], [-1.1600, -2.5817, 3.3720], [-1.2936, -1.1558, 4.5797], [-2.5380, -1.2991, 3.3282], [-0.2282, 0.1559, 2.8642], [-0.6807, 1.9899, -2.5436], [-0.0055, 0.9274, -3.4680], [0.8765, 2.3207, -3.2473]]}